A cluster of 2 separate species, C4H13NS in total. Source: the OMol25 dataset; level of theory: ωB97M-V/def2-TZVPD.

XYZ file:
```
19
Properties=species:S:1:pos:R:3:mulliken_charge:R:1
C 1.82010 0.43726 -0.74086 -0.926
C 1.19280 0.97298 0.52930 -0.316
N -0.21743 1.30938 0.38267 -0.289
C -0.72030 1.94451 1.60323 -0.906
H 2.83944 0.11062 -0.54997 0.357
H 1.85112 1.19407 -1.52978 0.293
H 1.20450 -0.34539 -1.19072 0.073
H 1.70356 1.88750 0.85233 0.329
H 1.35155 0.27243 1.36892 0.290
H -0.74239 0.47608 0.15856 0.125
H -1.80757 2.00710 1.56474 0.335
H -0.50140 1.35277 2.50440 0.309
H -0.26771 2.93253 1.63454 0.291
C -0.93274 -2.67479 -0.82367 -0.767
S -1.58260 -1.18024 -1.65964 -0.205
H -1.41817 -3.56585 -1.21770 0.338
H 0.11088 -2.74025 -1.11502 0.262
H -1.11993 -2.68900 0.24591 0.281
H -2.76370 -1.70171 -2.01723 0.125
```

Computed properties:
- SMILES string: CCNC.CS
- Gap between HOMO and LUMO: 9.34 eV
- E_tot: -613.11002 a.u.
- 2S+1: 1
- ΔE to the lowest compared entry with this formula, charge and spin: 11.9 kcal per mole
- Charge: 0
- LUMO energy: 0.0276 hartree
- HOMO: -8.58 eV

=====

A cluster of 2 separate species, C4H13NS in total. Source: the OMol25 dataset; level of theory: ωB97M-V/def2-TZVPD.

XYZ file:
```
19
Properties=species:S:1:pos:R:3:mulliken_charge:R:1
C -2.20205 -1.39879 -1.32828 -0.865
S -2.10532 0.33713 -0.83198 -0.071
C -3.02444 0.29867 0.74590 -0.826
H -1.99224 -1.39261 -2.39742 0.293
H -1.41860 -1.94085 -0.80555 0.247
H -3.18740 -1.85798 -1.27792 0.345
H -2.94617 1.32007 1.10292 0.291
H -2.70332 -0.53567 1.36188 0.272
H -4.05988 0.07853 0.47761 0.309
C 1.69401 1.06311 1.04485 -0.984
C 2.23954 0.46400 -0.24736 -0.308
N 3.60586 0.00767 0.05752 -0.582
H 1.55470 0.30150 1.78521 0.372
H 0.75059 1.50883 0.71316 0.242
H 2.34815 1.91231 1.22005 0.306
H 2.36174 1.21725 -1.02191 0.297
H 1.51850 -0.23531 -0.68967 0.229
H 3.56009 -0.65443 0.82007 0.215
H 4.00622 -0.49344 -0.72909 0.219
```

Computed properties:
- SMILES string: CCN.CSC
- Gap between HOMO and LUMO: 9.45 eV
- E_tot: -613.10696 a.u.
- 2S+1: 1
- ΔE to the lowest compared entry with this formula, charge and spin: 13.8 kcal per mole
- Charge: 0
- LUMO energy: 0.0339 hartree
- HOMO: -8.53 eV

=====

A structure of composition C4H13O3PSi2. Source: the OMol25 dataset; level of theory: ωB97M-V/def2-TZVPD.

XYZ file:
```
23
Properties=species:S:1:pos:R:3:mulliken_charge:R:1
C -1.68519 -2.27971 0.83630 -0.946
C 1.52961 1.35191 0.07778 -0.986
C -0.63513 -1.61662 -0.16927 -0.470
C 0.00235 1.48638 0.11691 -0.660
O 6.19944 0.80687 0.49803 -0.532
O -4.40182 -0.07889 -1.10947 -0.711
O 5.47689 -0.27634 -1.56768 -0.563
Si -3.21401 0.48860 -0.31490 0.050
Si -0.92662 0.08679 -0.80133 0.222
P 5.07488 0.65852 -0.45155 0.090
H -1.45039 -1.93779 1.96361 0.209
H -2.74062 -1.95934 0.68807 0.198
H -1.56046 -3.40159 0.84804 0.320
H 2.04414 0.85548 0.94288 0.292
H 1.72646 0.69199 -0.81831 0.206
H 2.00847 2.30887 -0.07887 0.372
H -0.44052 -2.45474 -0.85671 0.405
H 0.26906 -1.45223 0.48423 0.223
H -0.21674 2.31146 -0.42600 0.431
H -0.36368 1.60017 1.18082 0.303
H -3.22023 2.31126 -0.32698 -0.115
H -0.14283 0.28075 -2.01443 -0.227
H -3.33307 0.21821 1.29881 -0.111
```

Computed properties:
- Gap between HOMO and LUMO: 7.66 eV
- E_tot: -1306.30517 a.u.
- 2S+1: 1
- ΔE to the lowest compared entry with this formula, charge and spin: 0.0 kcal per mole
- Charge: -2
- LUMO energy: 0.2091 hartree
- HOMO: -1.97 eV

=====

A cluster of 4 separate species, C4H13O3S in total. Source: the OMol25 dataset; level of theory: ωB97M-V/def2-TZVPD.

XYZ file:
```
21
Properties=species:S:1:pos:R:3:mulliken_charge:R:1
C -1.61914 0.56576 1.16562 -0.583
O -0.61429 0.31887 2.09259 -0.566
C -1.09276 1.23297 -0.11119 -0.413
C -0.17279 0.21339 -0.77265 0.367
C -0.80028 -0.80035 -1.84749 -0.951
S -2.41499 -1.66126 -1.28457 -0.455
H -2.43065 1.18660 1.61788 0.330
H -2.11558 -0.37893 0.93123 0.320
H -1.94818 1.57728 -0.79425 0.307
H -0.46772 1.92570 0.35635 0.385
H 0.66928 0.81618 -1.09252 0.436
H -0.15594 -0.52936 0.08831 -1.211
H -0.05098 -1.66095 -1.91487 0.283
H -0.97435 -0.33748 -2.82161 0.393
H -0.15381 -1.34368 0.81171 0.730
H 2.59703 0.16227 0.06208 0.430
H 4.03298 0.05625 -0.49865 0.266
O 3.15471 0.10237 -0.88561 -0.710
H 0.33987 0.05391 1.77415 0.402
H 2.41419 -1.14543 1.63411 0.195
O 1.80339 -0.35412 1.48939 -0.955
```

Computed properties:
- Gap between HOMO and LUMO: 5.67 eV
- E_tot: -783.91723 a.u.
- 2S+1: 1
- ΔE to the lowest compared entry with this formula, charge and spin: 137.5 kcal per mole
- Charge: -1
- LUMO energy: 0.0541 hartree
- HOMO: -4.20 eV

=====

A cluster of 3 separate species, C4H13O4 in total. Source: the OMol25 dataset; level of theory: ωB97M-V/def2-TZVPD.

XYZ file:
```
21
Properties=species:S:1:pos:R:3:mulliken_charge:R:1
C -1.00739 -1.04129 0.23057 -0.616
C 0.20948 -0.38791 -0.24353 -0.203
C 0.03051 0.34206 -1.49855 -0.462
O 1.30685 0.61078 -2.19426 -0.634
C -1.94960 0.11226 0.79037 -0.735
O -1.28952 1.28854 1.04019 -0.901
H -1.67881 -1.44622 -0.58052 0.297
H -0.88494 -1.86851 1.00195 0.208
H 1.02906 -1.02041 -0.23118 0.335
H 0.46709 0.34662 0.55639 0.256
H -0.64840 1.22549 -1.30354 0.324
H -0.43513 -0.17649 -2.31717 0.256
H 1.81617 1.20386 -1.70438 0.303
H -2.86571 0.29112 0.15781 0.330
H -2.44131 -0.25719 1.66464 0.359
H 2.48419 -0.62647 -1.16695 0.350
H 3.41813 -1.73589 -1.67407 0.281
O 3.43586 -0.91357 -1.20100 -0.678
H -0.63243 1.97155 3.29359 0.271
H -0.30027 0.88000 2.22454 0.456
O -0.06384 1.20168 3.15511 -0.798
```

Computed properties:
- Gap between HOMO and LUMO: 6.79 eV
- E_tot: -461.12686 a.u.
- 2S+1: 1
- ΔE to the lowest compared entry with this formula, charge and spin: 53.8 kcal per mole
- Charge: -1
- LUMO energy: 0.1302 hartree
- HOMO: -3.25 eV

=====

A structure of composition C4H14ClNbO3PPt. Source: the OMol25 dataset; level of theory: ωB97M-V/def2-TZVPD.

XYZ file:
```
25
Properties=species:S:1:pos:R:3:mulliken_charge:R:1
C -0.36853 3.48907 -0.92423 -1.213
C -0.18622 2.01367 -1.34721 -0.185
C -1.05929 1.11702 -0.50719 -0.759
Cl -2.62253 0.82116 -1.16857 -0.087
Nb -0.29732 -1.06773 -0.76521 -0.837
C 0.03883 -1.47246 1.38904 -0.854
P 1.69368 -1.95344 1.98478 0.991
O 1.90534 -1.38625 3.31126 -0.637
O 2.80822 -1.49056 0.94867 -0.468
O 1.70885 -3.55104 1.90139 -0.498
H -1.40759 3.72080 -0.68586 0.312
H -0.04926 4.13039 -1.74471 0.362
H 0.26400 3.72162 -0.06845 0.369
H -0.40510 1.86246 -2.40608 0.467
H 0.86094 1.73387 -1.19453 0.245
H -1.11663 1.38896 0.54568 0.765
H -2.04881 -1.62562 -0.87497 0.279
H -0.40570 -0.80590 -2.58110 0.186
H 1.40363 -0.72453 -1.30707 0.234
H -0.25321 -2.71417 -1.46335 0.276
H -0.64498 -2.30625 1.60600 0.444
H -0.24980 -0.61075 2.00048 0.430
H 2.78817 -1.88938 0.06312 0.303
H 1.56389 -3.92092 2.78854 0.348
Pt -3.92056 1.51998 0.49957 0.528
```

Computed properties:
- Gap between HOMO and LUMO: 4.54 eV
- E_tot: -1363.71285 a.u.
- 2S+1: 1
- Charge: +1
- LUMO energy: -0.2979 hartree
- HOMO: -12.64 eV